Molecular formula: C48H76BBr2NO20
Method: DFT, wB97M-V/def2-TZVPD

```
148
Properties=species:S:1:pos:R:3:forces:R:3:lowdin_charge:R:1
C -6.8469 -1.2339 -1.9709 2.1 0.3 0.0 0.04
C -5.6277 -1.5075 -2.6440 -3.2 0.1 0.9 -0.06
C -4.2262 -0.7690 -2.6610 1.3 -2.2 -1.1 -0.32
N -3.3525 -1.5316 -1.7333 0.3 -0.8 -0.4 -0.06
C -3.9915 -2.0759 -0.5192 0.2 -0.6 2.1 -0.08
C -2.6108 -2.6363 -2.4038 3.9 -1.2 -1.1 -0.36
C -3.2979 -4.0446 -2.8229 -0.7 0.9 -0.6 -0.01
O -1.3751 -2.5810 -2.6581 -4.8 0.3 1.2 0.01
O -3.7436 -1.1731 -4.0115 -2.2 1.4 -0.4 -0.03
C -4.7705 -0.5199 -4.8198 -0.1 -2.8 -0.2 -0.31
O -5.2582 -1.2065 -5.7222 1.3 3.1 2.0 0.12
C -5.0108 0.9283 -4.1893 -0.1 0.0 -1.1 -0.10
C -4.6181 1.8814 -5.4231 -0.2 2.2 0.1 -0.16
C -5.4772 1.7155 -6.7577 1.4 -0.5 -1.6 -0.63
C -4.4707 1.5671 -8.0356 -1.3 0.1 -0.3 -0.15
Br -6.5925 3.3454 -7.2052 0.3 -0.7 0.7 0.64
B -6.5655 1.4744 -4.0254 -1.1 -1.1 0.0 -0.55
O -7.5868 0.5268 -4.4775 1.3 2.4 -0.4 0.07
O -6.9081 2.7730 -3.5339 -0.1 -2.8 0.1 -0.04
C -7.9662 2.6273 -2.5149 0.0 0.3 1.3 -0.06
C -4.0826 0.8563 -2.8383 -1.0 -1.3 0.9 -0.20
C -4.6727 1.3603 -1.4365 -0.4 1.7 1.1 -0.09
C -3.6324 1.9415 -0.3600 0.3 0.0 1.1 -0.15
C -3.0903 0.8735 0.7123 -1.3 1.1 0.3 -0.22
O -2.5896 1.6869 1.8285 0.5 -1.5 -0.7 -0.25
C -1.5501 0.9839 2.5475 0.4 0.9 0.6 -0.11
C -2.6324 1.3593 -3.2670 0.8 -0.3 -0.7 -0.51
Br -1.0782 0.6453 -2.1783 -0.6 0.1 -0.4 0.77
C -2.3565 2.9177 -3.3724 0.3 1.4 -0.3 -0.27
C -3.4912 3.9539 -2.9571 -0.1 1.2 -0.1 -0.10
H -7.8722 -1.2690 -2.4802 1.6 -1.2 1.0 0.09
H -6.7868 -0.9448 -0.8591 -0.4 0.8 -2.1 0.08
H -5.6566 -2.5073 -3.2242 0.2 2.4 -0.2 0.15
H -4.7088 -1.3651 0.0216 1.2 -0.8 -1.2 0.09
H -3.1458 -2.2768 0.2442 -1.3 0.4 -1.1 0.10
H -4.5455 -3.0684 -0.6267 0.5 1.2 -0.2 0.09
H -2.6547 -4.9455 -2.5639 -0.7 1.4 -0.1 0.09
H -4.3632 -4.1529 -2.4360 1.4 0.0 -0.3 0.05
H -3.3746 -4.0043 -3.9720 0.2 0.0 1.7 0.10
H -3.5313 1.8840 -5.7509 -1.3 -0.4 0.7 0.11
H -4.8354 2.9627 -5.0693 0.6 -1.7 -0.5 0.11
H -6.1809 0.8357 -6.8283 0.8 1.1 0.5 0.09
H -4.4008 0.4527 -8.2593 0.4 1.4 0.4 0.09
H -3.4744 2.0922 -7.8792 -1.3 -0.9 -0.1 0.08
H -4.9676 2.0510 -8.9583 0.8 -0.8 1.5 0.06
H -7.9878 0.9397 -5.2816 -0.1 -0.4 1.0 0.12
H -7.5827 3.1832 -1.5775 -0.7 -0.7 -1.6 0.11
H -8.0887 1.5316 -2.1773 0.0 1.7 -0.8 0.10
H -8.9569 3.0822 -2.8548 1.5 -0.7 0.3 0.11
H -5.4457 2.2158 -1.5253 1.3 -1.5 -0.4 0.11
H -5.2410 0.5466 -0.8445 0.9 1.0 -1.4 0.10
H -2.7303 2.4881 -0.7731 -1.2 -0.7 0.2 0.07
H -4.1857 2.7248 0.2890 0.8 -1.3 -1.1 0.14
H -4.0181 0.3338 1.1479 1.5 0.4 -0.8 0.13
H -2.3064 0.1556 0.3085 -1.0 0.9 0.5 0.08
H -1.8017 -0.1078 2.7459 0.5 1.3 -0.4 0.08
H -0.5708 1.1402 1.9651 -1.2 -0.7 0.8 0.09
H -1.4358 1.5294 3.5595 -0.2 -0.9 -1.6 0.10
H -2.3520 0.9104 -4.2930 -0.8 0.5 1.9 0.10
H -1.4130 3.2218 -2.7792 -1.6 -0.8 -0.8 0.08
H -2.0735 3.1651 -4.4677 -0.5 -0.6 1.6 0.11
H -3.3093 4.4299 -1.9226 -0.3 -1.1 -1.6 0.07
H -4.5614 3.5698 -3.0077 1.5 0.4 0.1 0.06
H -3.4306 4.8432 -3.6942 -0.2 -1.4 1.1 0.09
O -6.5488 -5.2298 -0.4764 -0.4 -0.3 -0.6 0.11
C -6.7026 -6.0958 -1.2984 0.2 0.5 0.9 -0.48
O -7.8772 -6.3343 -1.9419 0.3 0.3 0.2 0.03
C -7.7403 -7.4980 -2.7658 -0.3 -0.3 -0.3 -0.16
C -6.2559 -7.6394 -3.0107 0.4 -0.3 -0.4 -0.16
C -5.6609 -7.0916 -1.7307 0.2 -0.1 -0.5 -0.08
H -8.1571 -8.3559 -2.2298 0.0 0.1 0.0 0.13
H -8.2962 -7.3577 -3.6943 -0.1 0.1 0.2 0.13
H -5.9515 -8.6634 -3.2333 -0.1 0.1 0.0 0.12
H -5.9572 -7.0083 -3.8537 -0.1 -0.1 0.1 0.12
H -5.5648 -7.8636 -0.9635 0.1 0.1 0.1 0.14
H -4.7025 -6.6047 -1.9099 -0.1 0.0 0.4 0.11
O -0.5249 -2.1749 3.6829 -0.7 -0.3 -0.6 0.11
C -0.6856 -3.0398 2.8596 0.5 0.4 0.9 -0.46
O -1.8691 -3.2834 2.2294 0.1 0.3 0.2 0.01
C -1.7345 -4.4456 1.4012 -0.2 -0.3 -0.3 -0.17
C -0.2524 -4.5770 1.1385 0.3 -0.3 -0.4 -0.15
C 0.3552 -4.0278 2.4121 0.1 -0.1 -0.5 -0.07
H -2.1398 -5.3071 1.9408 0.0 0.1 0.0 0.13
H -2.3025 -4.3073 0.4793 -0.1 0.1 0.2 0.10
H 0.0557 -5.5988 0.9104 -0.1 0.1 0.0 0.12
H 0.0319 -3.9426 0.2929 0.0 -0.1 0.1 0.12
H 0.4653 -4.8006 3.1769 0.1 0.1 0.1 0.14
H 1.3079 -3.5346 2.2210 -0.2 -0.1 0.4 0.09
O 3.7275 -3.3618 1.6836 -0.5 0.4 0.4 0.10
C 3.6708 -2.2360 2.1168 0.3 -0.4 -0.6 -0.46
O 2.5280 -1.6549 2.5704 0.4 -0.5 -0.2 0.01
C 2.7930 -0.2859 2.9069 -0.2 0.6 0.3 -0.15
C 4.2811 -0.2177 3.1475 0.5 0.1 0.1 -0.16
C 4.8162 -1.2642 2.1935 0.0 0.2 0.7 -0.08
H 2.4775 0.3462 2.0714 0.0 -0.1 0.0 0.13
H 2.2224 -0.0088 3.7944 -0.1 -0.2 -0.2 0.13
H 4.6959 0.7723 2.9859 -0.2 -0.3 -0.1 0.08
H 4.5043 -0.5133 4.1782 -0.1 0.0 -0.1 0.13
H 5.0009 -0.8522 1.1990 0.1 -0.2 0.0 0.14
H 5.7116 -1.7431 2.5837 -0.1 0.0 -0.4 0.11
O 8.3214 -1.5015 2.1919 -0.5 -0.2 -0.5 0.11
C 8.1623 -2.3694 1.3711 0.2 0.4 0.8 -0.48
O 6.9815 -2.6132 0.7429 0.6 0.3 0.1 0.00
C 7.1136 -3.7769 -0.0823 -0.3 -0.4 -0.3 -0.15
C 8.5956 -3.9116 -0.3454 0.4 -0.3 -0.4 -0.16
C 9.2039 -3.3603 0.9265 0.2 -0.1 -0.5 -0.08
H 6.7071 -4.6358 0.4592 0.0 0.1 0.0 0.13
H 6.5458 -3.6397 -1.0038 -0.1 0.1 0.2 0.13
H 8.9016 -4.9343 -0.5712 -0.1 0.1 0.0 0.12
H 8.8809 -3.2796 -1.1925 0.0 -0.1 0.1 0.12
H 9.3126 -4.1308 1.6934 0.1 0.1 0.1 0.14
H 10.1576 -2.8686 0.7365 -0.1 0.0 0.4 0.13
O 4.0426 2.6217 3.4387 0.1 0.5 0.8 0.08
C 4.9316 3.0743 4.1164 -0.6 0.2 -0.5 -0.47
O 4.8629 3.2090 5.4667 -0.3 -0.3 -0.5 0.04
C 6.0400 3.8777 5.9383 0.3 0.2 0.5 -0.15
C 7.0791 3.6563 4.8652 0.7 0.1 -0.1 -0.16
C 6.2418 3.6087 3.6049 0.4 -0.2 0.2 -0.07
H 5.8064 4.9372 6.0789 0.0 -0.1 0.0 0.13
H 6.3447 3.4534 6.8962 -0.3 0.0 -0.1 0.13
H 7.8524 4.4257 4.8497 -0.1 -0.1 0.1 0.10
H 7.5688 2.6892 5.0172 0.0 0.1 0.0 0.12
H 6.0810 4.6042 3.1844 -0.1 -0.1 -0.1 0.14
H 6.6741 2.9409 2.8596 -0.3 0.2 -0.2 0.13
O -1.9086 5.1435 -0.1310 0.6 -0.4 -0.2 0.11
C -0.8021 4.8354 0.2306 -1.0 0.1 0.1 -0.47
O -0.0553 3.8605 -0.3537 -0.4 0.4 0.0 0.01
C 1.1559 3.6799 0.3901 0.5 -0.4 0.0 -0.16
C 1.3566 4.9736 1.1438 0.5 0.3 0.4 -0.16
C -0.0655 5.4238 1.4030 0.5 0.2 0.0 -0.07
H 1.0294 2.8239 1.0597 0.0 0.0 0.0 0.11
H 1.9801 3.4740 -0.2949 -0.3 -0.1 -0.1 0.13
H 1.9522 4.8555 2.0506 0.0 -0.1 -0.1 0.11
H 1.8610 5.7028 0.5017 0.0 -0.1 0.0 0.12
H -0.4663 4.9971 2.3256 -0.1 0.1 -0.1 0.14
H -0.1482 6.5103 1.4133 -0.3 -0.1 0.1 0.13
O 10.0871 5.9448 5.4911 -0.1 -0.8 0.2 0.11
C 10.6931 4.9894 5.9016 -0.3 1.0 -0.1 -0.48
O 10.1022 3.8967 6.4571 -0.1 0.3 -0.2 0.01
C 11.1138 3.0016 6.9352 0.1 -0.5 0.3 -0.16
C 12.3580 3.3530 6.1531 0.6 -0.3 -0.1 -0.16
C 12.1901 4.8402 5.9234 0.3 -0.4 -0.2 -0.08
H 11.2396 3.1601 8.0103 0.0 0.0 -0.1 0.13
H 10.8018 1.9700 6.7643 -0.2 0.2 0.0 0.13
H 13.2812 3.0904 6.6721 -0.1 0.0 0.0 0.12
H 12.3516 2.8303 5.1915 0.0 0.0 0.1 0.12
H 12.5947 5.4287 6.7501 0.0 0.1 -0.1 0.14
H 12.6294 5.1533 4.9767 -0.1 0.3 0.2 0.13
```
Forces are in eV/Å.

Computed properties:
HOMO = -8.2 eV
Total energy = -234205.625 eV
SMILES = C=C[C@@]1(N(C)C(C)=O)OC(=O)[C@@](C[C@H](C)Br)(B(O)OC)[C@]1(CCCOC)[C@H](Br)CC.O=C1CCCO1.O=C1CCCO1.O=C1CCCO1.O=C1CCCO1.O=C1CCCO1.O=C1CCCO1.O=C1CCCO1
F_max = 5.0 eV/Å
Gap between HOMO and LUMO = 8.54 eV
Molar mass = 1157.74 g mol⁻¹
Relative energy (zero: lowest compared OMol25 entry of this formula, charge and spin) = 147.7 kcal per mole

---

Molecular formula: C48H77As2F24HfN13O8S4
Method: DFT, wB97M-V/def2-TZVPD

```
177
Properties=species:S:1:pos:R:3:forces:R:3:lowdin_charge:R:1
Hf 2.2721 0.9994 -2.1700 -0.1 0.2 0.4 1.67
C 3.2433 5.4223 -2.7167 -1.5 -1.0 0.1 -0.64
F 4.3295 6.1297 -2.7035 0.6 0.2 0.7 0.21
F 2.5813 5.4425 -1.5355 0.8 0.3 -0.7 0.13
F 2.4495 5.9179 -3.6523 -0.4 0.1 0.0 0.15
S 3.6574 3.6320 -3.1462 1.1 -0.4 1.4 0.64
O 4.8200 3.8175 -3.9357 -0.2 -0.2 -0.8 -0.22
O 3.8704 2.9015 -1.8897 -0.5 0.4 -0.2 -0.40
N 2.3669 2.7991 -3.6354 0.0 1.5 -2.5 -0.39
S 1.7116 3.3068 -5.1457 -0.6 -0.5 -0.8 0.69
O 2.4953 4.2860 -5.8513 0.1 -1.0 1.0 -0.24
O 1.1502 2.1774 -5.8308 0.8 0.3 0.8 -0.26
C 0.1884 4.2579 -4.6272 -0.6 0.3 0.5 -0.63
F 0.1961 5.4899 -5.1392 0.0 -0.6 0.3 0.15
F -0.8999 3.6205 -5.0942 0.5 0.3 0.3 0.13
F 0.1107 4.3275 -3.2846 -0.1 0.1 -0.7 0.09
C 4.7496 -1.6005 -4.9969 0.3 -0.9 -0.2 -0.64
F 5.0779 -2.1730 -6.1689 -0.1 0.5 1.0 0.15
F 4.2379 -2.5148 -4.1889 0.2 -0.4 0.3 0.13
F 5.8687 -1.1072 -4.4214 -0.5 -0.4 -0.5 0.11
S 3.5058 -0.2682 -5.2816 0.5 1.2 -2.3 0.64
O 4.3077 0.8868 -4.9618 -1.2 -0.1 -0.2 -0.31
O 3.0732 -0.4875 -6.6593 0.1 0.3 2.4 -0.26
N 2.2661 -0.4367 -4.1705 0.9 -0.6 -1.4 -0.37
S 1.2118 -1.5359 -4.8439 -2.5 -1.9 0.9 0.62
O 0.0138 -0.9539 -5.3676 0.7 0.9 -0.7 -0.25
O 1.7388 -2.7438 -5.4254 1.1 1.4 -0.5 -0.24
C 0.4198 -2.3893 -3.4417 -0.7 -1.1 1.8 -0.61
F 1.2924 -3.0280 -2.6155 -0.7 0.5 -0.7 0.10
F -0.3555 -1.5729 -2.6859 0.7 -0.6 -0.5 0.06
F -0.4159 -3.3492 -3.9623 1.0 1.2 0.5 0.10
As 4.1007 1.6610 1.4562 0.2 -0.4 -0.4 1.06
F 3.6574 3.3301 1.0474 0.6 -2.0 0.5 -0.22
F 4.9806 2.0238 2.9368 -1.3 -0.4 -1.6 -0.22
F 4.3534 -0.0932 1.5412 -0.2 1.4 0.1 -0.24
F 3.1110 1.1249 -0.3166 0.8 0.3 1.6 -0.43
F 5.5798 1.7102 0.4492 -1.8 0.3 1.0 -0.24
F 2.4792 1.3784 2.1357 2.0 0.8 -0.5 -0.25
As -0.5448 -0.4284 0.4782 -0.4 0.5 -0.1 1.06
F -1.8180 -0.9460 1.6511 2.1 0.8 -1.5 -0.24
F -0.2252 -2.0534 -0.0882 -0.5 1.2 0.5 -0.23
F 0.8188 0.1321 -0.9215 -1.1 -0.4 1.0 -0.43
F -0.6238 1.2993 0.8689 0.1 -1.8 -0.1 -0.22
F 0.8880 -0.5648 1.5263 -1.8 -0.1 -0.8 -0.25
F -1.7484 -0.1163 -0.8125 1.4 -0.7 1.5 -0.23
C 3.5143 -0.9523 4.8018 0.2 -0.8 0.4 -0.11
C 4.3202 0.0214 5.6611 -0.2 -0.5 -0.4 -0.25
C 4.5898 -0.5391 7.0603 -0.1 -0.1 0.5 -0.19
C 5.4446 -1.7409 7.0466 -0.2 0.2 -0.5 -0.24
N 6.1318 -2.6560 6.9494 -0.1 0.0 0.1 0.14
H 2.6055 -1.2881 5.3172 0.2 0.1 0.2 0.07
H 4.1065 -1.8466 4.5868 -0.1 0.0 0.0 0.08
H 3.1648 -0.5513 3.8671 0.1 0.5 -0.4 0.03
H 3.7513 0.9394 5.6776 0.0 0.4 0.6 0.10
H 5.2880 0.2623 5.2258 0.0 0.0 -0.3 0.11
H 3.6579 -0.7938 7.5832 0.2 0.1 -0.1 0.12
H 5.1174 0.1838 7.6832 -0.1 0.2 0.0 0.12
C 7.6226 -0.7835 -0.1922 -0.6 0.0 -0.2 -0.10
C 7.9131 -0.4601 -1.6542 -0.6 -0.2 0.4 -0.22
C 7.0585 0.7208 -2.2081 1.0 -0.8 0.5 -0.11
C 5.6116 0.5258 -2.2818 3.1 0.3 0.3 -0.12
N 4.4973 0.5259 -2.4178 -2.4 -0.4 -0.1 0.09
H 6.5586 -0.9535 -0.0367 -0.2 0.0 -0.1 0.05
H 7.8783 0.0241 0.4829 0.3 0.2 0.1 0.08
H 8.1145 -1.6971 0.1105 0.3 -0.1 0.1 0.07
H 7.7279 -1.3505 -2.2540 -0.1 0.0 -0.1 0.10
H 8.9810 -0.2529 -1.7459 -0.2 0.4 -0.3 0.11
H 7.4341 0.8995 -3.2042 -0.3 0.4 -0.5 0.13
H 7.2554 1.5957 -1.5916 -0.3 0.2 0.0 0.13
C -6.0430 -1.3445 0.4589 -1.0 0.3 -0.1 -0.11
C -6.1967 -2.1880 1.7243 0.5 0.3 -0.6 -0.24
C -4.9475 -2.1124 2.6190 0.2 1.4 0.3 -0.16
C -4.6707 -0.6860 3.0866 -1.0 -3.8 -1.3 -0.20
N -4.5848 0.3981 3.3922 0.5 2.5 0.7 0.16
H -6.2464 -0.2976 0.6752 0.5 0.2 0.0 0.07
H -6.8154 -1.5856 -0.2766 0.0 -0.3 0.1 0.07
H -5.0954 -1.4699 -0.0505 0.3 0.1 0.1 0.05
H -6.3897 -3.2118 1.3973 0.2 -0.1 0.5 0.11
H -7.0601 -1.8428 2.2921 -0.1 -0.1 0.0 0.11
H -4.0317 -2.4172 2.1060 -0.2 -0.3 0.0 0.09
H -5.1037 -2.7133 3.5024 0.3 -0.2 0.3 0.11
C -8.1386 -0.2212 -3.5382 0.0 0.0 0.2 -0.10
C -7.3440 0.5535 -4.5755 0.4 -0.5 0.3 -0.26
C -7.1870 2.0201 -4.1595 -0.1 -0.4 0.4 -0.17
C -6.4478 2.1251 -2.8913 -0.1 -0.1 -0.6 -0.22
N -5.8581 2.1627 -1.9113 0.3 0.0 0.5 0.18
H -8.3272 -1.2638 -3.8164 0.2 0.2 0.0 0.08
H -9.1105 0.2552 -3.3880 0.0 0.0 0.0 0.08
H -7.5986 -0.1896 -2.5879 -0.2 -0.2 0.0 0.06
H -7.8299 0.4399 -5.5372 0.0 0.4 -0.3 0.11
H -6.3373 0.1338 -4.6794 -0.1 -0.1 0.0 0.09
H -8.1723 2.4273 -3.9416 -0.1 0.4 -0.4 0.12
H -6.6486 2.5848 -4.9121 -0.2 0.3 -0.1 0.12
C -0.4551 6.1682 -0.2254 0.2 -0.1 0.7 -0.09
C 0.5293 5.6775 0.8495 0.0 0.6 -0.3 -0.23
C 0.5131 4.1732 0.9861 0.2 -1.3 -1.1 -0.15
C 0.9512 3.3805 -0.2134 -1.3 3.0 3.7 -0.13
N 1.2887 2.6919 -1.0236 1.0 -2.1 -2.9 0.11
H -1.4413 5.7734 0.0199 -0.1 0.2 -0.3 0.04
H -0.1438 5.7621 -1.1899 -0.2 0.1 0.0 0.05
H -0.4823 7.2661 -0.2844 0.0 -0.4 0.0 0.08
H 0.3250 6.0336 1.8616 -0.3 0.3 -0.2 0.11
H 1.5118 6.0767 0.5908 0.2 -0.4 0.2 0.10
H -0.4931 3.7708 1.1438 0.0 0.3 0.2 0.09
H 1.1338 3.8172 1.8056 0.1 0.0 0.0 0.11
C -1.5192 0.9767 6.5582 0.2 -0.1 1.0 -0.10
C -0.4311 0.6332 5.5957 0.1 -0.4 -1.4 -0.26
C -0.6866 1.2799 4.2271 -0.5 0.4 -0.1 -0.20
C -0.6872 2.7401 4.2865 0.3 2.9 -0.2 -0.22
N -0.6487 3.9122 4.3016 -0.1 -2.7 0.0 0.15
H -1.5254 2.0448 6.7936 0.0 -0.1 0.0 0.08
H -1.3398 0.4017 7.4736 -0.2 0.3 0.1 0.08
H -2.4876 0.6944 6.1720 -0.3 0.0 -0.1 0.08
H -0.4689 -0.4382 5.3563 0.3 0.0 0.4 0.10
H 0.5601 0.9071 5.9647 0.0 -0.1 0.0 0.11
H -1.6813 0.9961 3.8680 -0.1 -0.1 0.1 0.10
H -0.0074 0.9822 3.4354 0.4 -0.1 0.0 0.08
C 3.6693 -5.1172 1.6122 -0.2 0.0 -0.2 -0.09
C 2.9914 -4.2354 0.5449 0.2 -0.2 0.2 -0.23
C 3.5515 -2.8136 0.6409 0.3 0.3 -0.2 -0.16
C 3.1115 -1.8943 -0.4277 0.9 -1.4 1.3 -0.12
N 2.8517 -1.1807 -1.2674 -0.4 0.8 -1.2 0.12
H 3.3732 -6.1529 1.4700 -0.1 -0.1 0.0 0.07
H 3.3802 -4.8310 2.6217 0.0 0.1 0.0 0.05
H 4.7660 -5.0956 1.5681 -0.2 0.2 -0.2 0.08
H 1.9010 -4.2132 0.6541 0.1 -0.1 0.2 0.11
H 3.1800 -4.6734 -0.4419 0.1 0.3 0.1 0.12
H 4.6528 -2.8605 0.6397 -0.3 0.1 -0.4 0.13
H 3.3489 -2.3136 1.5890 -0.4 -0.1 0.1 0.11
C -3.9648 4.7820 1.8765 0.7 -0.4 -0.4 -0.10
C -4.5126 3.4279 1.4534 0.6 -0.2 -1.2 -0.23
C -3.3794 2.4525 0.9122 -1.5 0.9 1.7 -0.18
C -2.6830 3.0112 -0.2193 0.2 -0.1 -0.2 -0.23
N -2.0974 3.4437 -1.1076 0.0 0.1 -0.1 0.22
H -3.4514 5.2382 1.0169 -0.1 0.0 0.3 0.06
H -3.2183 4.6261 2.6671 -0.2 0.3 0.0 0.07
H -4.7373 5.4731 2.2005 -0.1 -0.1 0.2 0.07
H -5.1751 3.5214 0.6005 -0.4 0.3 0.0 0.08
H -5.0664 2.9632 2.2526 0.1 -0.4 0.3 0.08
H -3.8644 1.5150 0.6629 0.2 -0.2 -0.2 0.10
H -2.7072 2.3000 1.7541 0.4 -0.2 -0.2 0.09
C -3.5055 -3.6634 -0.9711 -1.0 0.8 0.0 -0.11
C -2.3189 -4.5627 -0.7938 0.2 0.3 0.0 -0.26
C -2.7714 -6.0006 -0.5247 0.6 0.7 1.4 -0.16
C -3.4183 -6.1158 0.8076 0.7 0.1 -2.0 -0.24
N -3.9337 -6.2698 1.8074 -0.7 -0.1 1.6 0.15
H -4.1762 -3.9850 -1.7802 0.2 -0.1 0.0 0.09
H -3.1955 -2.6362 -1.2101 0.0 -0.2 0.1 0.06
H -4.1377 -3.6274 -0.0688 0.3 0.0 -0.2 0.06
H -1.6988 -4.1434 -0.0006 0.1 -0.3 0.2 0.09
H -1.7199 -4.4809 -1.6967 0.2 -0.4 -0.2 0.10
H -1.9245 -6.6911 -0.4724 -0.3 -0.1 -0.6 0.12
H -3.5166 -6.2107 -1.2647 -0.2 -0.8 -0.5 0.11
C -3.3546 -0.8381 -4.1137 0.8 -1.0 0.6 -0.10
C -3.1690 0.6131 -4.4690 -0.4 0.0 -0.8 -0.23
C -2.4243 1.3958 -3.4018 0.0 0.5 0.4 -0.15
C -0.9723 1.2055 -3.2476 -3.5 0.2 -0.7 -0.12
N 0.1295 1.1800 -3.0365 3.1 -0.1 0.2 0.12
H -2.3890 -1.2486 -3.8165 0.1 -0.2 -0.3 0.05
H -3.7576 -1.4828 -4.8998 0.0 0.3 -0.1 0.09
H -3.9528 -0.9973 -3.2115 -0.3 0.4 -0.1 0.07
H -4.1780 1.0119 -4.5894 0.1 0.6 0.2 0.08
H -2.7010 0.7571 -5.4453 0.2 -0.2 0.1 0.12
H -2.8540 1.1601 -2.4252 0.1 0.1 0.0 0.09
H -2.5261 2.4854 -3.5218 -0.1 -0.3 0.0 0.11
C 0.7027 -5.5458 4.2099 -0.9 0.7 0.1 -0.09
C 0.9420 -4.0152 4.1105 -0.1 -0.3 0.0 -0.23
C -0.3361 -3.2686 3.5913 1.0 -0.8 0.5 -0.18
C -1.4835 -3.4913 4.4591 2.3 0.7 -1.7 -0.26
N -2.3575 -3.6972 5.1375 -2.4 -0.5 1.9 0.17
H 0.4276 -5.9528 3.2352 0.1 0.0 -0.1 0.07
H -0.1815 -5.6944 4.8513 0.3 -0.1 -0.1 0.07
H 1.4896 -6.1707 4.6186 0.4 0.3 0.0 0.07
H 1.7502 -3.7672 3.4133 -0.1 -0.1 0.0 0.07
H 1.2643 -3.5819 5.0759 -0.3 -0.3 -0.3 0.11
H -0.6080 -3.6459 2.6064 0.1 0.2 -0.2 0.11
H -0.0818 -2.2196 3.5525 -0.3 0.4 -0.2 0.08
```
Forces are in eV/Å.

Computed properties:
HOMO = -11.2 eV
Total energy = -318328.037 eV
F_max = 4.9 eV/Å
Gap between HOMO and LUMO = 9.91 eV
Molar mass = 1876.78 g mol⁻¹

---

The highest HOMO belongs to which entry?
C48H76BBr2NO20